C11H13GaN4O5 | ωB97M-V/def2-TZVPD

Calculated values
Electronic energy in eV: -80170.980
Highest occupied orbital energy in Eh: -0.5820
HOMO-LUMO gap in eV: 6.53

Geometry as ORCA input:
```
! wB97M-V def2-TZVPD RIJCOSX def2/J DEFGRID3
* xyz 2 1
Ga -0.2657 -0.0611 -0.1326
O 1.2493 -2.1189 -1.5829
O 3.2219 1.4833 -0.4390
O 0.9687 -0.5054 3.5544
O -0.9277 2.9753 0.6207
O -0.3205 0.3378 -3.3901
N -3.7791 -2.5565 -0.7629
N -2.1450 -0.9906 0.2344
N -4.5646 -0.5007 0.3793
N -3.5858 -2.3497 1.7007
C 0.6988 -0.2862 2.4738
C -0.6194 1.8768 0.4392
C 0.8290 -1.6748 -0.5479
C -4.7853 -1.4577 -0.7289
C -2.4225 -1.9506 -0.8940
C -4.6075 -1.2714 1.6443
C -2.2381 -1.7370 1.5369
C -3.8478 -3.2536 0.5533
C -3.2155 0.0895 0.2362
C -0.4128 0.3478 -2.2507
C 2.2078 1.0033 -0.2955
H -4.7200 -0.9109 -1.6835
H -5.7830 -1.9043 -0.6081
H -3.1704 0.6458 -0.7162
H -3.0898 -4.0524 0.5566
H -2.3747 -1.4190 -1.8564
H -5.6050 -1.7253 1.7380
H -1.6835 -2.7630 -0.8511
H -4.8527 -3.6799 0.6615
H -3.0536 0.7627 1.0938
H -4.4176 -0.5826 2.4792
H 0.9700 -2.0840 0.5489
H -1.4891 -2.5421 1.5451
H -2.0894 -1.0424 2.3773
*
```

---

C4H12NO | ωB97M-V/def2-TZVPD

Calculated values
Electronic energy in eV: -7868.237
Highest occupied orbital energy in Eh: -0.5097
Energy relative to the best compared isomer or geometry (same formula, charge and spin) in kJ/mol: 584.1
HOMO-LUMO gap in eV: 5.37

Geometry as ORCA input:
```
! wB97M-V def2-TZVPD RIJCOSX def2/J DEFGRID3
* xyz 1 1
O -2.6224 1.5374 1.1255
N 2.0505 -0.7515 -0.7685
C -1.3118 0.8792 1.1118
C -1.7101 0.1013 -1.1626
C 2.7302 -1.6101 0.2292
C -0.6354 0.7627 -0.2256
H -0.1911 1.6742 -0.5796
H -1.9790 0.5738 -2.1067
H -1.3354 -0.9060 -1.3693
H -0.7381 1.4460 1.8833
H -2.6155 -0.1147 -0.5824
H 1.2493 -0.2544 -0.2947
H -2.5593 2.4258 0.6947
H 3.1345 -1.0653 1.0740
H 3.5095 -2.2291 -0.2249
H -1.5919 -0.1213 1.5347
H 2.6701 -0.0291 -1.0056
H 1.9458 -2.3190 0.6665
*
```

---

C3H10O3 | ωB97M-V/def2-TZVPD

Calculated values
Electronic energy in eV: -9414.827
Highest occupied orbital energy in Eh: -0.3762
Energy relative to the best compared isomer or geometry (same formula, charge and spin) in kJ/mol: 68.1
HOMO-LUMO gap in eV: 11.02

Geometry as ORCA input:
```
! wB97M-V def2-TZVPD RIJCOSX def2/J DEFGRID3
* xyz 0 1
O -2.4232 -1.4797 -5.9154
O -0.3232 -0.2465 0.1844
O -1.0698 -2.9324 1.0533
C 0.6004 1.3943 1.7085
C 0.6207 0.3786 0.6251
C 1.9903 1.8431 2.2226
H 2.7045 1.7532 1.4041
H -0.0157 0.9334 2.4919
H -2.9842 -2.1979 -6.2297
H -0.0019 2.2923 1.5591
H 2.1820 1.3946 3.1887
H 1.9009 2.9131 2.4167
H 1.5670 0.2578 0.0897
H -1.9947 -2.8599 1.3182
H -1.8675 -1.3314 -6.6889
H -0.8855 -2.1127 0.5718
*
```

---

C3H9NO | ωB97M-V/def2-TZVPD

Calculated values
Electronic energy in eV: -6792.154
Highest occupied orbital energy in Eh: -0.3509
Energy relative to the best compared isomer or geometry (same formula, charge and spin) in kJ/mol: 280.0
HOMO-LUMO gap in eV: 10.63

Geometry as ORCA input:
```
! wB97M-V def2-TZVPD RIJCOSX def2/J DEFGRID3
* xyz 0 1
O 0.9898 -2.9145 1.2315
N 2.6065 -2.5916 2.9596
C 1.8642 -2.0290 1.8031
C -2.0902 3.5455 -3.2330
C -3.1053 3.2035 -2.5362
H -2.0742 3.4563 -4.4197
H 0.8833 -3.7005 1.7696
H 2.1731 -3.0263 3.7159
H -3.3418 3.1447 -1.5022
H 2.6681 -1.7559 0.9702
H -4.0976 2.8821 -2.9288
H 1.3123 -1.1158 2.1914
H -1.2312 3.8587 -2.7388
H 3.4430 -2.9572 2.7175
*
```

---

C36H49N5P2PbSi | ωB97M-V/def2-TZVPD

Calculated values
Electronic energy in eV: -77275.946
Highest occupied orbital energy (spin up / spin down) in Eh: -0.2235 / -0.2235
HOMO-LUMO gap (spin up / spin down) in eV: 3.94 / 3.94

Geometry as ORCA input:
```
! wB97M-V def2-TZVPD RIJCOSX def2/J DEFGRID3
* xyz 0 1
Pb 0.1567 -2.8266 3.1251
P 1.6812 -1.3708 -4.0754
P -1.7283 -0.9830 -3.8476
Si -2.1307 -0.9478 6.0004
N 2.3585 -2.5962 -5.1925
N -0.4835 -0.5663 5.6658
N 3.0858 -0.2965 -4.2477
N -3.3626 -1.2320 -4.4764
N -1.8527 0.7894 -3.8671
C 4.7388 1.0579 -4.9938
C 0.3476 0.2857 6.2630
C -1.3384 1.7607 1.7992
C 0.5142 0.4573 0.5527
C -2.2518 -2.5363 6.9752
C -5.2891 -1.2852 -5.6839
C -1.5053 1.4882 -2.7077
C -4.1758 -0.5159 -5.3651
C -5.1668 -2.5292 -4.9713
C 3.7365 0.2345 -3.1246
C 0.4077 0.5006 7.6898
C 1.9145 -2.3348 4.3681
C 2.2404 2.0676 7.4208
C -2.0472 1.7312 -4.8804
C -1.9406 3.0067 -4.3359
C 3.6937 0.2368 -5.3877
C 0.1907 3.6285 2.6765
C 1.2916 3.3726 1.6076
C 1.3306 1.3796 8.2455
C 3.0316 -4.6710 -5.8491
C 2.5321 -3.9257 -4.7810
C 1.2904 1.0142 5.4575
C 1.7886 0.9335 1.2034
C 0.6517 -0.4966 -5.3671
C 4.7544 1.0685 -3.5641
C -2.9624 -1.0819 4.3277
C 2.7236 -2.5302 -6.5392
C 2.2303 1.8692 6.0259
C -1.5887 2.8516 -2.9569
C 3.1612 -3.7744 -6.9605
C -0.9262 2.6118 2.7510
C -0.7834 -1.0532 -5.4587
C 2.0405 2.0995 1.8072
C -3.9829 -2.4766 -4.2465
C -3.0244 0.3843 6.9868
C -0.6730 1.4230 0.4873
H 0.8506 3.4449 0.6051
H 5.4283 1.6314 -2.9354
H -2.4853 0.6870 7.8947
H -1.7074 -2.4524 7.9262
H 1.3360 1.5393 9.3309
H 2.5673 0.1562 1.2005
H 1.2118 0.8487 4.3782
H -0.1886 4.6565 2.5131
H 2.4816 -3.2785 4.3954
H -2.0971 3.9333 -4.8639
H 1.1269 -0.5735 -6.3581
H 3.5366 -4.0101 -7.9534
H 2.9224 2.1936 2.4585
H 2.6305 -1.6169 -7.1110
H 3.3377 0.0012 -6.3814
H -3.9321 0.4802 -5.6865
H 2.0105 4.1992 1.7225
H -0.3017 -0.0528 8.3190
H -3.5158 -3.1883 -3.5847
H -1.8555 -3.3977 6.4205
H -4.0129 0.0086 7.2952
H 0.1843 -0.4937 1.0226
H 2.9388 2.3840 5.3702
H 0.6469 0.5725 -5.0923
H 2.9643 2.7436 7.8586
H -5.8617 -3.3534 -4.9997
H 2.2798 -4.2103 -3.7687
H -4.0105 -0.7758 4.4528
H 3.2719 -5.7243 -5.8404
H -1.3386 -0.5111 -6.2411
H -2.3455 1.3204 1.9007
H 1.6193 -2.0200 5.3826
H 0.6520 3.6323 3.6774
H -1.4809 2.6496 3.6953
H -3.3125 -2.7174 7.2014
H 5.4049 1.5833 -5.6607
H -1.4719 0.8884 -0.0446
H -6.0866 -0.9998 -6.3527
H 3.3958 -0.0430 -2.1356
H -1.2215 0.9236 -1.8350
H -2.4777 -0.4077 3.6028
H -3.1811 1.2889 6.3817
H -0.4258 2.3094 -0.1192
H -0.7628 -2.1233 -5.7281
H -2.2460 1.4341 -5.8972
H -1.4149 3.6391 -2.2359
H 2.4318 -1.5104 3.8301
H -2.9349 -2.1041 3.9188
H 0.7602 0.1927 -0.4856
*
```

---

C47H37AsClN4OS2Ti | ωB97M-V/def2-TZVPD

Calculated values
Electronic energy in eV: -175493.118
Highest occupied orbital energy in Eh: -0.3744
Energy relative to the best compared isomer or geometry (same formula, charge and spin) in kJ/mol: 19.2
HOMO-LUMO gap in eV: 7.22

Geometry as ORCA input:
```
! wB97M-V def2-TZVPD RIJCOSX def2/J DEFGRID3
* xyz 1 1
As 2.5454 -0.5411 2.9760
Ti -0.0804 0.0578 -0.7750
Cl -4.7543 -1.0894 -6.2318
S 1.4194 0.8414 1.8723
S -1.6638 -4.0912 0.9913
O -0.6976 0.7040 -2.4169
N -1.0233 2.0234 0.7353
N 1.4233 1.6902 -1.3732
N -2.3301 0.1052 -0.5009
N -0.8507 -1.6437 0.7955
C -0.1428 -1.7055 -1.9045
C -4.4490 0.5337 2.5507
C -3.8706 1.6534 3.0793
C -3.9453 -0.0470 1.3737
C 1.1817 3.0042 -1.7028
C -1.6291 0.3250 -3.2576
C -2.4468 0.1477 -5.5290
C -1.5984 -3.1426 2.4388
C 1.8804 -2.3236 3.3631
C -2.8133 -0.3109 -2.8174
C -1.4414 -1.2865 4.4530
C -0.1381 3.4875 -1.8764
C -3.5811 -0.5390 -5.0871
C 2.2453 3.9206 -1.9052
C 0.6898 5.6937 -2.4126
C 1.8022 -0.9411 -0.6250
C -0.4797 3.1257 1.1976
C -2.8457 0.4873 0.7502
C -1.0013 3.8628 2.2753
C -2.7230 2.2123 2.4740
C 2.8817 -0.1858 -1.1258
C 0.3315 -1.8638 -3.2058
C -3.1418 -0.2830 -1.4244
C 3.7768 2.1260 -1.5131
C -3.7726 -0.7438 -3.7451
C -1.0841 -2.7154 0.0863
C 3.3557 -2.8350 -0.5023
C 1.9742 5.2637 -2.2427
C 2.8202 0.1555 4.7642
C 2.6751 1.2504 -1.3540
C 4.3315 -0.8072 2.2803
C 4.3685 -2.0934 -1.0980
C -1.9269 -3.5339 3.7311
C 0.1402 -3.0382 -3.9111
C 4.1259 -0.7681 -1.3969
C -1.0978 -0.9052 3.1712
C -0.7829 -2.8112 -1.3268
C -0.9928 -3.9993 -2.0391
C -1.1535 -1.8451 2.1390
C -2.0995 3.3919 2.9355
C -0.3704 4.7883 -2.2318
C 3.5662 3.4431 -1.7663
C 2.1094 -2.2674 -0.2980
C -1.5004 0.5818 -4.6327
C -0.5420 -4.1081 -3.3360
C -2.1671 1.5910 1.3326
C -1.8381 -2.5950 4.7395
H 0.8709 -1.0487 -3.6777
H -0.6168 1.1085 -4.9707
H 0.4851 6.7191 -2.6897
H -5.3229 0.0999 3.0183
H -2.3206 0.3333 -6.5876
H -4.4331 -0.9238 0.9655
H -0.5138 4.7766 2.5845
H 2.6865 -2.8692 3.8533
H 4.7416 0.1598 1.9964
H -4.2807 2.1334 3.9590
H 1.5908 -2.8388 2.4535
H 3.4968 -0.4972 5.3148
H -4.6690 -1.2378 -3.3897
H 4.9440 -1.2577 3.0609
H 4.7811 1.7492 -1.4035
H -1.4997 -4.8312 -1.5637
H 3.5272 -3.8716 -0.2369
H -0.7832 0.1041 2.9605
H -2.0943 -2.8750 5.7528
H -0.9612 2.8127 -1.7267
H 4.9034 -0.1879 -1.8758
H -2.2428 -4.5491 3.9326
H 4.3980 4.1276 -1.8793
H 1.0249 -2.2442 4.0326
H -0.7017 -5.0217 -3.8926
H -4.1896 -0.4702 -1.1847
H 1.3339 -2.9187 0.0871
H 5.3279 -2.5394 -1.3239
H 0.4423 3.4547 0.7358
H 4.2943 -1.4532 1.4057
H -1.4146 -0.5536 5.2495
H -1.3887 5.1245 -2.3794
H -2.5028 3.9055 3.7995
H 1.8568 0.1978 5.2697
H 3.2363 1.1588 4.7080
H 0.5181 -3.1264 -4.9220
H 2.8074 5.9428 -2.3762
*
```

---

Look up the electronic energy of the second one. -7868.237 eV

---

The highest electronic energy belongs to which entry? C3H9NO

---

Copy entry 1 word for word.
C11H13GaN4O5 | ωB97M-V/def2-TZVPD

Calculated values
Electronic energy in eV: -80170.980
Highest occupied orbital energy in Eh: -0.5820
HOMO-LUMO gap in eV: 6.53

Geometry as ORCA input:
```
! wB97M-V def2-TZVPD RIJCOSX def2/J DEFGRID3
* xyz 2 1
Ga -0.2657 -0.0611 -0.1326
O 1.2493 -2.1189 -1.5829
O 3.2219 1.4833 -0.4390
O 0.9687 -0.5054 3.5544
O -0.9277 2.9753 0.6207
O -0.3205 0.3378 -3.3901
N -3.7791 -2.5565 -0.7629
N -2.1450 -0.9906 0.2344
N -4.5646 -0.5007 0.3793
N -3.5858 -2.3497 1.7007
C 0.6988 -0.2862 2.4738
C -0.6194 1.8768 0.4392
C 0.8290 -1.6748 -0.5479
C -4.7853 -1.4577 -0.7289
C -2.4225 -1.9506 -0.8940
C -4.6075 -1.2714 1.6443
C -2.2381 -1.7370 1.5369
C -3.8478 -3.2536 0.5533
C -3.2155 0.0895 0.2362
C -0.4128 0.3478 -2.2507
C 2.2078 1.0033 -0.2955
H -4.7200 -0.9109 -1.6835
H -5.7830 -1.9043 -0.6081
H -3.1704 0.6458 -0.7162
H -3.0898 -4.0524 0.5566
H -2.3747 -1.4190 -1.8564
H -5.6050 -1.7253 1.7380
H -1.6835 -2.7630 -0.8511
H -4.8527 -3.6799 0.6615
H -3.0536 0.7627 1.0938
H -4.4176 -0.5826 2.4792
H 0.9700 -2.0840 0.5489
H -1.4891 -2.5421 1.5451
H -2.0894 -1.0424 2.3773
*
```